{"formula": "C3H7NO2", "method": "ωB97M-V/def2-TZVPD", "elements": ["O", "C", "C", "O", "C", "N", "H", "H", "H", "H", "H", "H", "H"], "positions_angstrom": [[0.900, 1.735, 0.272], [-0.181, 1.298, 0.584], [-1.104, 0.504, -0.352], [-0.766, -0.780, -0.860], [0.472, -1.337, -0.955], [1.620, -0.915, -0.662], [1.636, 0.060, -0.368], [0.277, -0.478, 1.784], [-0.633, 1.562, 1.561], [-2.055, 0.343, 0.163], [-1.280, 1.185, -1.196], [0.334, -2.351, -1.331], [0.780, -0.825, 1.359]], "atomic_forces_ev_per_a": [[-0.566, -0.028, 0.180], [0.367, 0.327, -0.232], [-0.100, 0.168, -0.016], [0.072, -0.064, 0.089], [0.405, -0.041, -0.031], [-0.304, 0.004, -0.456], [0.051, -0.116, -0.081], [0.062, -0.308, 0.310], [0.025, 0.008, -0.124], [0.137, 0.104, -0.059], [0.007, -0.086, 0.003], [-0.029, 0.097, 0.039], [-0.127, -0.065, 0.378]], "e_tot_ev": -8806.8267, "gap_ev": 10.30, "homo_energy_ev": -10.0543, "charge": 0}

=====

{"formula": "C4H4N4O", "method": "ωB97M-V/def2-TZVPD", "elements": ["C", "C", "C", "C", "H", "H", "H", "H", "N", "N", "N", "N", "O"], "positions_angstrom": [[-0.162, -1.039, 0.083], [1.153, -0.813, 0.361], [1.748, 0.459, 0.051], [-0.938, 0.782, 0.047], [-1.268, -2.664, -0.101], [1.499, -1.632, 1.195], [2.666, 1.009, 0.577], [-0.203, 2.496, 0.856], [1.128, 1.095, -0.977], [-0.099, 1.092, -1.014], [-1.133, 1.642, 0.995], [-1.398, -0.410, 0.099], [-0.374, -2.434, 0.062]], "atomic_forces_ev_per_a": [[-7.723, -5.928, -0.327], [4.667, 2.665, 3.023], [0.508, -2.302, 3.128], [1.028, 7.002, 3.254], [-1.578, 0.174, -0.160], [-0.233, 2.294, -2.556], [-1.912, -1.822, -1.611], [-3.951, -2.942, 0.369], [0.406, 0.464, -0.143], [-0.777, 1.416, -2.822], [3.661, 2.759, -1.250], [3.372, -4.933, -1.184], [2.533, 1.152, 0.279]], "e_tot_ev": -12214.2893, "gap_ev": 8.13, "homo_energy_ev": -9.6832, "charge": 0}

=====

{"formula": "C40H54BrF5IrN4O3SeTe", "method": "ωB97M-V/def2-TZVPD", "elements": ["Ir", "C", "C", "C", "C", "C", "C", "C", "Br", "C", "O", "C", "C", "C", "C", "C", "C", "H", "H", "H", "H", "H", "H", "H", "H", "H", "H", "H", "H", "H", "H", "H", "H", "H", "H", "H", "H", "F", "Te", "F", "F", "F", "F", "O", "C", "N", "N", "C", "O", "C", "C", "C", "C", "C", "C", "C", "C", "C", "H", "H", "H", "H", "H", "H", "H", "H", "H", "H", "H", "H", "C", "C", "C", "C", "N", "C", "Se", "N", "C", "C", "C", "C", "C", "C", "C", "C", "C", "C", "H", "H", "H", "H", "H", "H", "H", "H", "H", "H", "H", "H", "H", "H", "H", "H", "H", "H", "H", "H", "H", "H"], "positions_angstrom": [[0.219, -0.149, 0.285], [1.028, 6.201, 3.622], [2.366, 5.470, 3.514], [3.028, 5.454, 4.898], [3.260, 6.236, 2.528], [2.189, 4.035, 3.022], [0.949, 3.464, 2.787], [0.913, 2.177, 2.296], [-0.785, 1.354, 2.019], [2.023, 1.390, 1.977], [1.847, 0.215, 1.337], [3.283, 1.918, 2.339], [3.304, 3.228, 2.805], [4.635, 1.188, 2.254], [5.452, 1.453, 3.528], [4.501, -0.330, 2.142], [5.405, 1.704, 1.033], [1.198, 7.217, 3.980], [0.356, 5.714, 4.331], [0.525, 6.267, 2.655], [3.172, 6.475, 5.259], [4.005, 4.969, 4.870], [2.408, 4.920, 5.620], [3.317, 7.287, 2.814], [2.859, 6.179, 1.514], [4.277, 5.841, 2.513], [0.027, 3.997, 2.969], [4.273, 3.654, 3.030], [4.893, 1.153, 4.417], [5.738, 2.497, 3.644], [6.373, 0.869, 3.491], [3.914, -0.742, 2.968], [5.499, -0.775, 2.177], [4.014, -0.603, 1.213], [5.582, 2.779, 1.101], [4.843, 1.515, 0.114], [6.374, 1.204, 0.957], [-1.293, -2.434, 1.340], [-2.442, -2.059, -0.099], [-3.735, -2.917, 0.899], [-2.014, -3.708, -0.828], [-3.018, -0.511, 0.794], [-3.753, -1.792, -1.387], [-1.188, -1.109, -1.027], [-2.131, 1.511, -5.173], [-1.996, 1.654, -3.732], [-0.793, 1.530, -3.087], [-1.029, 1.477, -1.749], [-0.069, 1.468, -0.877], [-2.414, 1.555, -1.563], [-2.979, 1.636, -2.814], [-4.410, 1.671, -3.214], [0.444, 1.740, -3.773], [0.634, 2.938, -4.450], [1.824, 3.152, -5.123], [2.815, 2.179, -5.104], [2.611, 0.991, -4.418], [1.419, 0.759, -3.745], [-1.181, 1.189, -5.588], [-2.418, 2.456, -5.630], [-2.882, 0.753, -5.386], [-2.927, 1.513, -0.619], [-5.029, 1.839, -2.337], [-4.708, 0.720, -3.659], [-4.604, 2.463, -3.938], [-0.142, 3.693, -4.441], [1.982, 4.080, -5.656], [3.747, 2.350, -5.625], [3.381, 0.232, -4.422], [1.240, -0.170, -3.219], [3.248, -2.735, -4.178], [4.443, -3.240, -3.378], [5.285, -2.120, -2.775], [4.602, -1.328, -1.664], [4.240, -2.148, -0.509], [2.999, -2.402, -0.057], [1.382, -1.970, -0.934], [3.081, -3.159, 1.045], [1.969, -3.662, 1.859], [1.739, -5.164, 1.735], [1.156, -5.633, 0.400], [2.164, -5.732, -0.741], [4.416, -3.403, 1.323], [5.027, -4.085, 2.369], [6.406, -4.093, 2.381], [7.154, -3.438, 1.390], [6.546, -2.759, 0.354], [5.155, -2.761, 0.336], [2.724, -3.561, -4.661], [3.571, -2.046, -4.962], [2.522, -2.217, -3.549], [5.087, -3.833, -4.030], [4.115, -3.922, -2.587], [5.550, -1.404, -3.558], [6.228, -2.524, -2.403], [3.681, -0.862, -2.005], [5.260, -0.538, -1.293], [1.079, -3.116, 1.554], [2.195, -3.383, 2.890], [1.045, -5.421, 2.538], [2.667, -5.705, 1.946], [0.328, -4.978, 0.115], [0.720, -6.621, 0.559], [2.549, -4.757, -1.044], [1.704, -6.178, -1.623], [3.017, -6.355, -0.459], [4.453, -4.576, 3.143], [6.926, -4.610, 3.176], [8.234, -3.463, 1.444], [7.130, -2.239, -0.393]], "atomic_forces_ev_per_a": [[0.907, -0.742, -0.472], [-0.010, -0.003, 0.002], [-0.007, -0.025, 0.013], [0.002, 0.012, 0.010], [-0.001, 0.011, 0.001], [0.002, 0.047, -0.002], [-0.005, -0.033, -0.002], [0.159, -0.075, -0.084], [-0.284, -0.111, -0.096], [-0.278, 0.064, 0.114], [0.105, 0.404, 0.106], [0.013, 0.022, 0.061], [0.012, -0.015, 0.084], [-0.122, -0.047, 0.012], [0.051, 0.041, -0.009], [-0.055, 0.116, 0.050], [-0.023, -0.010, -0.028], [-0.001, 0.000, -0.009], [0.008, 0.001, 0.005], [0.002, -0.004, 0.001], [0.001, -0.002, -0.005], [-0.003, -0.001, 0.001], [-0.003, 0.002, -0.003], [0.015, -0.008, 0.012], [-0.012, 0.016, 0.005], [-0.008, -0.016, -0.013], [0.003, 0.004, -0.004], [-0.015, 0.019, -0.032], [0.000, -0.001, -0.007], [0.023, -0.009, 0.003], [-0.001, 0.000, 0.002], [-0.006, 0.007, 0.000], [-0.046, 0.020, 0.019], [0.017, 0.087, 0.120], [0.000, -0.002, -0.007], [-0.008, 0.014, 0.008], [0.011, -0.001, 0.000], [-0.014, -0.046, -0.001], [-0.288, 0.244, 0.139], [0.061, -0.077, -0.111], [-0.018, 0.084, -0.040], [-0.060, -0.084, 0.062], [0.072, -0.047, -0.021], [-0.249, 0.264, 0.529], [0.006, -0.010, 0.018], [-0.003, -0.042, -0.017], [-0.004, -0.101, 0.069], [-0.316, 0.144, 0.205], [0.599, -0.276, -0.476], [0.043, -0.025, -0.038], [-0.008, 0.062, 0.009], [-0.012, -0.031, 0.004], [0.011, 0.095, 0.113], [0.041, 0.019, 0.034], [-0.006, 0.018, -0.008], [0.000, 0.002, 0.006], [0.013, -0.018, 0.030], [-0.008, 0.020, -0.109], [-0.013, -0.009, -0.007], [0.007, -0.002, -0.005], [-0.008, 0.009, -0.007], [0.002, -0.012, -0.013], [-0.003, -0.006, -0.002], [0.004, -0.001, 0.002], [0.001, 0.000, 0.002], [0.000, -0.001, 0.013], [0.001, 0.002, 0.004], [-0.005, -0.011, -0.009], [0.003, -0.026, 0.032], [-0.004, 0.004, 0.040], [0.010, -0.028, -0.037], [-0.018, 0.017, -0.003], [0.014, -0.009, 0.024], [0.018, 0.072, 0.079], [0.015, -0.283, -0.136], [0.033, 0.210, 0.047], [-0.326, 0.161, -0.129], [-0.033, -0.002, -0.028], [0.027, 0.048, 0.014], [-0.014, 0.011, -0.005], [0.007, 0.005, 0.001], [0.010, -0.006, -0.009], [0.057, -0.014, -0.044], [0.003, 0.025, 0.031], [-0.008, 0.001, 0.022], [0.007, 0.021, -0.023], [-0.001, 0.001, 0.025], [-0.009, -0.109, -0.066], [-0.007, 0.001, 0.006], [0.009, -0.048, -0.015], [0.021, -0.003, 0.001], [0.001, -0.005, 0.004], [-0.025, 0.010, -0.010], [0.011, 0.016, 0.019], [-0.009, -0.025, -0.012], [-0.052, 0.056, -0.048], [-0.012, 0.004, -0.031], [-0.015, -0.016, 0.022], [0.006, -0.018, -0.005], [-0.004, -0.002, -0.007], [0.000, 0.000, 0.006], [0.001, 0.001, 0.005], [-0.004, 0.000, -0.003], [0.006, -0.001, 0.002], [-0.002, -0.006, 0.006], [-0.003, 0.005, 0.003], [0.001, -0.004, -0.004], [-0.001, -0.002, -0.002], [0.000, 0.000, 0.001], [0.000, -0.003, -0.001]], "e_tot_ev": -213564.0377, "gap_ev": 6.60, "homo_energy_ev": -10.1909, "charge": 1}

=====

{"formula": "C11H15ClNO3SSrTi", "method": "ωB97M-V/def2-TZVPD", "elements": ["Ti", "Cl", "C", "H", "H", "H", "Sr", "C", "C", "C", "H", "H", "H", "H", "H", "H", "H", "H", "O", "S", "O", "N", "C", "O", "C", "C", "C", "C", "C", "C", "H", "H", "H", "H"], "positions_angstrom": [[0.125, -0.535, -0.982], [1.264, -0.668, -2.839], [1.375, -0.313, 0.675], [0.787, -0.505, 1.590], [2.121, 0.482, 0.854], [1.953, -1.240, 0.476], [0.715, 2.640, 0.875], [1.353, 4.278, -0.999], [3.195, 2.505, 1.650], [-0.998, 1.381, -0.681], [3.300, 2.108, 2.668], [3.917, 2.003, 0.995], [3.423, 3.581, 1.664], [0.531, 4.997, -1.147], [2.257, 4.828, -0.699], [1.544, 3.758, -1.950], [-1.932, 1.371, -0.073], [-1.262, 1.794, -1.676], [-3.454, -1.052, -3.193], [-3.363, -1.329, -1.787], [-4.112, -0.562, -0.827], [-1.710, -1.347, -1.338], [-1.282, -2.518, -0.806], [-0.053, -2.474, -0.388], [-2.269, -3.555, -0.863], [-2.139, -4.916, -0.527], [-3.224, -5.758, -0.745], [-4.416, -5.260, -1.300], [-4.537, -3.902, -1.640], [-3.448, -3.070, -1.419], [-1.192, -5.254, -0.109], [-3.155, -6.817, -0.487], [-5.256, -5.935, -1.467], [-5.448, -3.483, -2.068]], "atomic_forces_ev_per_a": [[-2.414, 3.570, 1.038], [0.823, 0.093, -1.196], [0.502, -0.563, 0.341], [0.192, 0.035, -0.076], [-0.298, -0.178, -0.052], [-0.073, 0.258, 0.283], [0.104, -0.183, -0.642], [-0.067, 0.313, 0.210], [-0.098, 0.086, 0.320], [1.030, -2.009, -0.421], [0.283, -0.024, 0.151], [0.017, 0.023, 0.027], [0.193, 0.011, 0.062], [0.089, 0.121, -0.218], [0.003, 0.098, -0.155], [-0.057, 0.056, 0.118], [0.277, -0.233, -0.259], [0.164, -0.107, 0.254], [-0.667, 0.264, -0.089], [3.563, -1.396, 1.522], [-0.559, 0.211, -0.428], [-1.257, 0.454, -0.375], [-1.566, -0.965, -0.454], [-0.247, -0.360, 0.103], [2.408, 0.611, 0.646], [-0.674, -0.842, 0.063], [1.044, 0.273, 0.326], [-0.871, 0.061, -0.294], [0.561, 0.287, 0.159], [-2.488, -0.016, -0.927], [-0.235, -0.093, -0.067], [0.014, 0.247, -0.073], [0.157, 0.145, 0.030], [0.145, -0.245, 0.074]], "e_tot_ev": -66588.8205, "gap_ev": [3.96, 4.85], "spin_multiplicity": 2, "homo_energy_ev": [0.3363, -0.5582], "charge": -2}

=====

For reference, energy relative to the best compared isomer or geometry (same formula, charge and spin) by record: 85.4 143.5 0.0 4.1 kcal per mole.
For reference, molar mass by record: 89.09 124.10 1212.57 412.25 Da.
For reference, maximum force by record: 0.59 9.74 1.26 4.43 eV Å⁻¹.